1.
This record from OMol25 describes a 5-piece molecular cluster, CH10O5 overall. The level of theory is wB97M-V/def2-TZVPD.

```
16
Properties=species:S:1:pos:R:3:lowdin_charge:R:1
O -0.61 0.25 -0.99 0.125
C -1.67 0.02 -1.62 0.126
H -1.70 -0.74 -2.41 0.146
H -2.57 0.63 -1.22 0.176
H -1.75 -1.66 2.07 0.095
H -2.07 -1.40 0.58 0.030
O -1.74 -2.11 1.18 -0.063
H 0.19 -2.10 0.77 0.021
H 1.60 -2.00 1.06 0.048
O 0.95 -1.53 0.53 -0.063
H 1.08 2.91 0.05 0.072
H -0.38 2.41 -0.32 0.074
O 0.14 3.06 0.23 0.158
H 2.14 0.44 0.36 0.030
H 3.57 0.69 -0.33 0.056
O 2.80 1.11 0.06 -0.029
```

- Charge: +1
- M: 102.09 g mol⁻¹
- <S²>: 0.760
- DFT total energy: -11424.7066 eV
- 2S+1: 2
- Strongest force on any atom: 4.46 eV Å⁻¹



2.
This record from OMol25 describes CH10O6 as an isolated structure. The level of theory is wB97M-V/def2-TZVPD.

```
17
Properties=species:S:1:pos:R:3:lowdin_charge:R:1
H 0.50 -0.39 0.42 0.032
O 1.12 0.67 0.59 0.052
O -0.11 -1.34 0.18 0.002
H 1.10 1.16 -0.23 0.075
H 0.75 1.31 1.29 0.064
C -1.28 -1.17 -0.31 -0.415
H -1.97 -2.03 -0.24 0.134
O -1.76 -0.07 -0.62 -0.027
O 2.40 -2.99 -0.51 -0.063
H 1.60 -3.19 -1.02 0.031
H 2.24 -2.19 -0.02 0.008
O -0.45 2.14 -1.58 -0.084
H -0.72 2.19 -2.51 0.042
H -1.06 1.45 -1.22 -0.004
O -0.31 2.26 2.00 -0.006
H -0.61 1.59 2.63 0.083
H -1.05 2.24 1.38 0.075
```

- M: 118.08 g mol⁻¹
- DFT total energy: -13484.5904 eV
- 2S+1: 1
- Strongest force on any atom: 2.06 eV Å⁻¹



3.
This record from OMol25 describes CH11NO4 as an isolated structure. The level of theory is wB97M-V/def2-TZVPD.

```
17
Properties=species:S:1:pos:R:3:lowdin_charge:R:1
N -0.84 0.76 -1.00 0.184
C -0.64 1.98 -0.30 -0.073
O -2.07 -1.46 0.09 -0.172
H -1.51 0.07 -0.65 0.068
H 0.02 0.23 -1.15 0.084
H 0.47 2.07 -0.27 0.091
H -1.14 2.01 0.70 0.118
H -1.08 2.78 -0.93 0.126
H -1.18 -1.04 0.96 -0.069
H 0.29 -1.27 1.54 0.018
O -0.50 -0.71 1.70 -0.094
H 1.89 -0.15 -0.26 -0.037
H -2.87 -2.00 0.13 0.023
O 1.59 0.85 -0.93 -0.197
H 2.67 -1.73 0.04 0.020
H 2.40 1.25 -1.25 0.053
O 2.05 -1.08 0.39 -0.141
```

- M: 101.10 g mol⁻¹
- DFT total energy: -10886.7783 eV
- 2S+1: 1
- Strongest force on any atom: 2.26 eV Å⁻¹



4.
This record from OMol25 describes a 5-piece molecular cluster, CH11NO5 overall. The level of theory is wB97M-V/def2-TZVPD.

```
18
Properties=species:S:1:pos:R:3:lowdin_charge:R:1
N -0.78 -0.77 1.68 0.137
C -0.61 0.48 2.17 -0.382
O -0.13 1.35 1.47 -0.017
H -1.01 -1.58 2.23 0.099
H -0.42 -0.93 0.75 0.055
H -0.91 0.62 3.22 0.127
O 0.07 -3.49 0.30 -0.063
H 0.02 -3.99 -0.52 0.045
H 0.56 -2.69 0.09 0.011
O 0.13 -0.51 -1.47 -0.079
H -0.43 0.30 -1.34 0.005
H -0.40 -1.14 -1.96 0.044
O 1.87 2.24 -1.62 -0.046
H 1.75 1.27 -1.57 0.034
H 2.42 2.48 -0.87 0.057
O -0.95 1.99 -1.16 -0.070
H -1.18 2.15 -0.24 0.033
H 0.00 2.22 -1.17 0.009
```

- M: 117.10 g mol⁻¹
- DFT total energy: -12943.9078 eV
- 2S+1: 1
- SMILES: NC=O.O.O.O.O
- Strongest force on any atom: 1.19 eV Å⁻¹



5.
This record from OMol25 describes a 5-piece molecular cluster, CH11NO5 overall. The level of theory is wB97M-V/def2-TZVPD.

```
18
Properties=species:S:1:pos:R:3:lowdin_charge:R:1
N -0.43 0.79 0.65 0.142
C -1.46 1.38 0.02 -0.398
O -1.69 1.28 -1.17 -0.011
H -0.22 1.14 1.59 0.052
H 0.38 0.42 0.17 0.071
H -2.20 1.87 0.67 0.128
O 0.28 1.83 3.43 -0.055
H -0.12 1.07 3.84 0.049
H 1.24 1.74 3.53 0.058
O 1.92 -0.95 -0.71 -0.077
H 1.58 -0.71 -1.60 0.012
H 2.72 -1.46 -0.82 0.053
O -0.58 -2.72 -1.00 -0.064
H 0.27 -2.26 -0.85 0.005
H -1.02 -2.60 -0.15 0.044
O 0.16 -0.23 -2.58 -0.066
H -0.52 0.45 -2.67 0.038
H -0.28 -1.05 -2.34 0.020
```

- M: 117.10 g mol⁻¹
- DFT total energy: -12943.8838 eV
- 2S+1: 1
- SMILES: NC=O.O.O.O.O
- Strongest force on any atom: 1.47 eV Å⁻¹



6.
This record from OMol25 describes a 5-piece molecular cluster, CH11NO5 overall. The level of theory is wB97M-V/def2-TZVPD.

```
18
Properties=species:S:1:pos:R:3:lowdin_charge:R:1
N 1.18 0.91 -1.14 0.118
C 0.25 0.86 -2.17 -0.354
O -0.94 1.15 -2.18 -0.004
H 1.77 0.05 -1.15 0.100
H 0.81 1.24 -0.28 0.064
H 0.71 0.41 -3.03 0.113
O 2.07 -0.73 0.96 -0.115
H 2.80 -0.50 1.59 0.068
H 1.23 -0.72 1.51 0.007
O -0.35 0.00 1.95 -0.131
H -1.19 0.46 1.56 0.035
H -0.05 0.72 2.53 0.068
O -1.02 -1.84 -0.16 -0.069
H -0.57 -1.60 0.67 0.013
H -0.74 -2.74 -0.42 0.066
O -2.03 0.97 0.29 -0.098
H -1.70 1.38 -0.51 -0.001
H -2.21 -0.02 -0.03 0.119
```

- M: 117.10 g mol⁻¹
- DFT total energy: -12943.3893 eV
- 2S+1: 1
- SMILES: NC=O.O.O.O.O
- Strongest force on any atom: 3.79 eV Å⁻¹



7.
This record from OMol25 describes a 6-piece molecular cluster, CH11O7 overall. The level of theory is wB97M-V/def2-TZVPD.

```
19
Properties=species:S:1:pos:R:3:lowdin_charge:R:1
O -1.13 0.63 -0.82 -0.075
C -0.52 1.16 0.11 -0.610
O 0.19 0.58 0.91 -0.099
H -0.58 2.21 0.34 0.105
H 1.04 -0.01 -1.45 0.033
H 1.12 0.21 -3.05 0.004
O 1.31 -0.35 -2.34 -0.049
H -1.37 -1.29 1.65 0.021
H -2.59 -0.87 1.08 0.033
O -2.33 -1.33 1.90 -0.086
H -0.90 -0.78 -2.67 -0.018
H -2.15 -0.38 -2.13 -0.010
O -1.83 -1.00 -2.79 -0.101
H 2.13 1.36 1.26 0.053
H 2.82 1.37 0.03 -0.011
O 2.76 1.97 0.75 -0.098
H 1.05 -0.87 1.76 0.007
H 0.06 -1.41 2.80 -0.062
O 0.91 -1.20 2.66 -0.037
```

- Charge: -1
- M: 135.09 g mol⁻¹
- DFT total energy: -15550.0173 eV
- 2S+1: 1
- Strongest force on any atom: 5.22 eV Å⁻¹



8.
This record from OMol25 describes CH12FFe2O9 as an isolated structure. The level of theory is wB97M-V/def2-TZVPD.

```
25
Properties=species:S:1:pos:R:3:lowdin_charge:R:1
Fe -1.72 -2.23 0.19 1.452
Fe 1.11 0.07 -0.48 0.931
F -0.97 -0.26 -0.25 -0.429
C 1.25 -2.20 1.46 -0.879
O 0.14 -2.58 1.17 0.011
O 2.02 -2.85 2.16 0.425
O 1.59 -1.02 1.17 -0.020
O 0.76 1.06 -2.19 -0.020
H 0.09 1.00 -2.87 0.090
H 1.25 1.85 -2.41 0.118
O -1.77 1.88 1.29 -0.021
H -1.73 1.42 2.13 0.031
H -1.73 1.17 0.64 -0.008
O -2.29 0.93 -2.43 -0.019
H -1.91 0.49 -1.67 -0.039
H -2.37 0.24 -3.10 0.047
O -0.39 -0.05 2.98 -0.019
H 0.28 -0.38 2.39 -0.020
H -0.17 0.88 3.09 0.051
O 0.94 1.83 0.58 -0.021
H 0.10 2.17 0.90 0.046
H 1.59 2.29 1.11 0.113
O 1.36 -1.56 -1.77 -0.010
H 0.54 -2.03 -1.89 0.070
H 2.02 -2.11 -2.19 0.119
```

- Charge: +2
- M: 298.79 g mol⁻¹
- <S²>: 24.767
- DFT total energy: -91133.0527 eV
- 2S+1: 10
- Strongest force on any atom: 6.91 eV Å⁻¹



9.
This record from OMol25 describes a 4-piece molecular cluster, CH12N2O3 overall. The level of theory is wB97M-V/def2-TZVPD.

```
18
Properties=species:S:1:pos:R:3:lowdin_charge:R:1
N 0.32 -1.10 1.21 -0.006
C -1.04 -0.59 1.31 -0.352
N -1.07 0.83 1.60 0.008
H 1.00 -0.37 1.08 0.042
H 0.60 -1.74 1.94 0.057
H -1.52 -0.75 0.35 0.089
H -1.58 -1.15 2.07 0.103
H -1.26 1.13 2.54 0.060
H -1.46 1.44 0.91 0.056
O -0.14 1.36 -2.22 -0.080
H 0.46 0.62 -1.99 0.003
H -0.98 0.88 -2.14 0.034
O 0.15 -1.49 -1.77 -0.064
H 0.58 -1.89 -1.00 0.025
H -0.09 -2.17 -2.40 0.044
O 2.10 1.30 -0.31 -0.069
H 2.67 2.05 -0.55 0.045
H 1.24 1.62 -0.63 0.005
```

- M: 100.12 g mol⁻¹
- DFT total energy: -10354.3963 eV
- 2S+1: 1
- SMILES: NCN.O.O.O
- Strongest force on any atom: 0.75 eV Å⁻¹